{"formula": "C3H8BrO7SV2", "method": "wB97M-V/def2-TZVPD", "symbols": ["O", "V", "O", "O", "V", "O", "Br", "O", "S", "O", "O", "C", "C", "C", "H", "H", "H", "H", "H", "H", "H", "H"], "coordinates": [[-0.26267, -3.89980, -0.07410], [-1.36460, -2.81183, 0.19258], [-2.79613, -3.41604, 0.48455], [0.34911, -1.51690, -5.59676], [-1.12461, -1.06242, -5.29600], [-1.24806, 0.42173, -4.90595], [-1.30138, -1.68674, -2.41368], [2.81924, -0.66952, 0.55699], [1.43831, -0.19306, 0.55708], [0.30715, -1.15582, 0.61017], [1.24089, 0.98091, 1.81267], [0.09778, 1.73324, 1.90593], [-0.62172, 1.22965, 3.13828], [1.25314, 0.92510, -0.88414], [-0.52623, 1.65424, 1.01572], [0.46491, 2.73304, 2.13768], [-0.99924, 0.24870, 2.84963], [-1.46973, 1.88810, 3.32648], [0.12139, 1.19277, 3.93486], [0.94764, 1.87609, -0.44780], [0.45420, 0.54580, -1.52125], [2.22061, 0.98276, -1.38293]], "e_above_lowest_ev": 1.151, "gap_ev": 7.36, "total_energy_ha": -5505.636313, "mol_weight_g_mol": 369.95, "charge": 1, "max_force_ev_per_a": 5.959}